# 1
Computed, not measured: a molecular structure, C5H12O4 at a distorted geometry, with ωB97M-V with the def2-TZVPD basis set.

ORCA input file:
```
! RIJCOSX wB97M-V def2-TZVPD def2/J DEFGRID3
* xyz -1 2
O 0.433 -3.201 -1.270
C -0.727 -3.177 -0.575
C -1.454 -1.813 -0.618
O -0.726 -0.799 0.033
C 0.284 -0.227 -0.704
C 1.135 0.646 0.140
O 2.045 1.670 -0.111
C 1.422 2.874 0.314
H -0.612 -3.454 0.498
H -1.477 -3.878 -1.020
H -2.408 -1.909 -0.082
H -1.651 -1.532 -1.666
H 0.080 0.025 -1.752
H 1.572 -0.675 -0.315
H 1.172 0.310 1.193
H 0.278 1.981 -0.154
H 1.149 3.713 -0.352
H 1.573 3.723 1.012
H 0.322 2.422 1.452
O -0.950 1.925 2.291
H -1.459 1.377 1.686
*
```

Calculated values
Expectation value of S²: 0.76
HOMO-LUMO gap (alpha / beta): 5.7 / 6.0 eV

Per-atom Löwdin charges, elementary charge units: -0.3474, -0.5135, -0.2230, -0.0956, -0.1548, -0.2507, -0.1742, -0.2240, 0.0861, 0.0795, 0.1113, 0.1141, 0.1481, 0.2444, 0.1489, 0.2095, 0.0675, 0.0760, 0.2086, -0.4140, -0.0969

=====

# 2
Computed, not measured: a single C5H12O4 molecule at a distorted geometry, with ωB97M-V with the def2-TZVPD basis set.

ORCA input file:
```
! RIJCOSX wB97M-V def2-TZVPD def2/J DEFGRID3
* xyz 0 1
C -1.359 -2.184 0.637
C -1.505 -0.679 0.544
O -2.030 -0.376 -0.768
C 0.071 0.195 0.770
C 0.427 1.056 -0.357
O 0.146 0.664 -1.629
O 0.115 2.389 -0.180
C 2.205 0.916 0.022
O 2.903 0.923 -1.209
H -1.116 -2.475 1.663
H -2.276 -2.721 0.352
H -0.557 -2.536 -0.023
H -2.245 -0.339 1.277
H -2.936 -0.024 -0.724
H -0.093 0.775 1.678
H 0.690 -0.682 0.946
H -0.717 0.157 -1.604
H 0.531 2.879 -0.910
H 2.626 0.121 0.643
H 2.437 1.860 0.517
H 2.684 0.080 -1.644
*
```

Calculated values
SMILES: C[C@H](O)CC(O)(O)CO
HOMO-LUMO gap: 9.0 eV

Per-atom natural (NBO) charges, elementary charge units: -0.6485, 0.1074, -0.7711, -0.4413, 0.4993, -0.7439, -0.7220, -0.1134, -0.7194, 0.2139, 0.2196, 0.2111, 0.1669, 0.4962, 0.2382, 0.2137, 0.5147, 0.4851, 0.1543, 0.1711, 0.4683

=====

# 3
Computed, not measured: 2 unconnected molecules or ions with the total composition C5H12O4 at a distorted geometry, with ωB97M-V with the def2-TZVPD basis set.

ORCA input file:
```
! RIJCOSX wB97M-V def2-TZVPD def2/J DEFGRID3
* xyz 0 1
C 0.953 -0.112 -0.597
C 2.043 0.900 -0.920
C -1.287 1.192 -0.851
C -0.245 0.657 0.200
O 1.423 -1.185 0.155
O 0.137 1.511 1.033
H 1.257 -1.029 1.119
H 0.528 -0.522 -1.518
H 1.663 1.718 -1.534
H 2.449 1.317 0.001
H 2.838 0.389 -1.466
H -0.750 1.892 -1.486
H -1.695 0.384 -1.454
H -2.076 1.711 -0.314
C -1.518 -1.664 0.466
O -1.107 -0.411 1.012
O 0.134 -0.888 2.412
H 0.164 0.037 2.711
H -1.963 -2.230 1.283
H -0.669 -2.199 0.041
H -2.281 -1.467 -0.293
*
```

Calculated values
HOMO-LUMO gap (alpha / beta): 6.7 / 9.8 eV

Per-atom natural (NBO) charges, elementary charge units: 0.1265, -0.6348, -0.6031, 0.5046, -0.7242, -0.3714, 0.5138, 0.1801, 0.2083, 0.2253, 0.2276, 0.2224, 0.2244, 0.2374, -0.2637, -0.4698, -0.6396, 0.4512, 0.2114, 0.2023, 0.1710

=====

Number 1: E_tot -13557.1603 eV. Number 2: E_tot -13567.1938 eV. Number 3: E_tot -13564.2138 eV.